Record 1
The following is a DFT calculation (ωB97M-V with the def2-TZVPD basis set) of a molecular structure, C14H38AlO4.

Summary:
**Lowest unoccupied orbital energy**: 2.41 eV
**Spin multiplicity**: 1
**Total charge**: -1
**Frontier orbital gap**: 6.970 eV

```
57
Properties=species:S:1:pos:R:3:forces:R:3
C 1.52054 -4.54286 -1.46159 0.4 0.4 0.1
C 0.64517 -3.29307 -1.39327 0.0 0.2 -0.3
O -0.51843 -3.34794 -2.16070 -0.3 -0.7 0.5
Al -1.84095 -4.50038 -1.60785 0.0 0.4 -0.6
H 2.27518 -4.49049 -0.67044 0.1 0.0 0.0
H 2.05955 -4.54326 -2.40700 -0.1 -0.3 -0.2
H 0.96062 -5.45917 -1.32414 -0.2 -0.1 -0.1
H 0.44350 -3.05181 -0.33537 -0.1 -0.1 0.1
H 1.26300 -2.46388 -1.77117 0.0 0.1 0.1
H -2.78987 -3.80151 -0.48954 0.1 0.2 0.2
H -1.24820 -5.88788 -1.03829 0.1 -0.1 0.2
H -2.75907 -4.82804 -2.91118 0.0 0.0 -0.1
C -0.63818 -0.18079 0.30023 0.0 0.1 0.0
C -0.73714 -0.89444 1.63559 -0.1 0.0 -0.1
O -0.01141 -0.26195 2.68784 0.0 0.0 0.1
C -0.39142 1.06914 2.97106 0.0 0.0 0.0
C -1.84575 1.22887 3.37851 0.0 0.0 0.0
H 0.40516 -0.08793 -0.00654 0.0 0.0 0.0
H -1.17099 -0.74730 -0.46436 0.0 -0.1 0.0
H -1.06820 0.82347 0.33821 0.0 0.0 0.0
H -0.30946 -1.89152 1.54807 0.0 0.0 0.0
H -1.78495 -1.02866 1.92206 0.0 0.0 0.0
H -0.16423 1.72089 2.11916 -0.1 0.0 0.0
H 0.25563 1.38602 3.79110 0.0 0.0 0.0
H -2.52487 0.93233 2.57961 0.0 0.1 0.0
H -2.05788 2.27206 3.61559 0.0 0.0 0.0
H -2.06935 0.61507 4.25300 0.0 0.0 0.0
C -3.91330 3.76383 -0.92512 0.0 0.1 0.0
C -4.08761 3.11650 0.43756 0.0 -0.1 -0.1
O -3.40608 3.78319 1.48668 0.1 0.0 0.1
C -3.77884 5.12468 1.72632 0.0 0.0 0.0
C -5.24017 5.30648 2.10144 0.0 -0.1 0.0
H -2.85536 3.83710 -1.17882 0.0 0.0 0.0
H -4.41097 3.16344 -1.68657 0.0 0.0 0.0
H -4.34037 4.76763 -0.96260 0.0 0.0 0.0
H -3.66169 2.11361 0.41909 0.0 0.0 0.0
H -5.15047 3.00396 0.67969 0.0 0.0 0.0
H -3.52054 5.75625 0.86797 0.0 0.0 0.0
H -3.14842 5.44793 2.55529 0.0 0.0 0.0
H -5.91104 5.01180 1.29385 0.0 0.0 0.0
H -5.43840 6.35426 2.33149 0.0 0.0 0.0
H -5.48562 4.70575 2.97806 0.0 0.0 0.0
C 3.98604 -0.35026 -0.69862 0.0 0.0 -0.1
C 4.37075 -1.81450 -0.82538 -0.1 0.0 0.1
O 4.53220 -2.25301 -2.16280 0.0 -0.1 0.0
C 5.52384 -1.59497 -2.92085 0.0 0.0 0.0
C 6.92939 -1.72144 -2.35492 0.0 0.0 0.1
H 3.06398 -0.15480 -1.24706 0.0 0.0 0.0
H 3.82629 -0.09732 0.35006 0.0 0.0 0.0
H 4.75885 0.31601 -1.08763 0.0 0.0 0.0
H 3.56892 -2.42840 -0.41695 0.0 -0.1 -0.1
H 5.27239 -2.03307 -0.24008 0.0 0.1 0.0
H 5.26255 -0.53996 -3.06727 0.0 0.0 0.0
H 5.48501 -2.06656 -3.90317 0.0 0.0 0.0
H 7.02255 -1.24679 -1.37744 0.0 0.0 0.0
H 7.64619 -1.24427 -3.02526 0.0 0.0 0.0
H 7.20190 -2.77202 -2.24555 0.0 0.0 0.0
```
Forces are in eV/Å.

Record 2
The following is a DFT calculation (ωB97M-V with the def2-TZVPD basis set) of C2HClO4 in the gas phase at a distorted geometry.

Summary:
**Lowest unoccupied orbital energy (spin up / spin down)**: -0.86 / -0.86 eV
**Relative energy (zero: lowest compared OMol25 entry of this formula, charge and spin)**: 162.4 kcal per mole
**Spin multiplicity**: 1
**Frontier orbital gap (spin up / spin down)**: 8.654 / 8.650 eV

```
8
Properties=species:S:1:pos:R:3:forces:R:3
C -0.25482 -0.35110 0.59858 0.8 0.4 0.3
C -0.70198 0.34776 -0.64919 3.0 -3.0 -1.6
O -0.32558 -1.41983 1.03613 -1.8 -3.0 0.8
O 1.05212 -0.94509 -1.15985 0.3 0.4 -0.3
O 0.17600 0.04456 -1.54529 -2.1 0.9 0.1
O 0.51962 0.57800 1.05342 4.8 3.0 2.8
Cl -1.90745 1.37353 -0.88391 -1.6 1.4 -0.5
H 1.44210 0.37217 1.55011 -3.5 -0.1 -1.6
```
Forces are in eV/Å.

Record 3
The following is a DFT calculation (ωB97M-V with the def2-TZVPD basis set) of C7H14 in the gas phase.

Summary:
**SMILES**: C[C@@H]1[C@H](C)C[C@@H]1C
**Lowest unoccupied orbital energy**: 1.14 eV
**Relative energy (zero: lowest compared OMol25 entry of this formula, charge and spin)**: 14.9 kcal per mole
**Spin multiplicity**: 1
**Frontier orbital gap**: 11.416 eV

```
21
Properties=species:S:1:pos:R:3:forces:R:3
C -1.40544 -0.90935 0.01338 0.0 -0.1 0.0
C -0.63124 0.27715 -0.54866 -0.1 -0.1 -0.2
C 0.81403 -0.07571 -0.99857 0.1 -0.1 -0.2
C 1.13015 -1.44283 -1.58581 0.0 -0.1 0.0
C 1.28473 0.32635 0.42151 0.2 -0.1 0.0
C 0.00791 1.18883 0.52393 -0.1 0.1 0.0
C -0.74756 1.39797 1.81723 0.0 0.0 0.0
H -2.31368 -0.57630 0.52635 0.1 0.0 -0.1
H -0.81695 -1.49043 0.73191 -0.1 0.1 -0.1
H -1.70453 -1.59229 -0.78941 0.0 0.1 0.1
H -1.26453 0.79631 -1.27624 0.1 -0.1 0.0
H 1.15554 0.69353 -1.70420 -0.1 -0.1 0.1
H 0.85377 -2.26248 -0.91283 0.0 0.2 0.0
H 0.58876 -1.59179 -2.52923 0.1 0.0 0.1
H 2.19997 -1.54332 -1.80479 -0.1 0.0 0.1
H 2.25968 0.81159 0.52408 -0.1 0.0 0.0
H 1.24636 -0.52469 1.11219 0.0 0.1 -0.1
H 0.21506 2.16036 0.06034 0.0 -0.1 0.0
H -1.75324 1.75727 1.57975 0.0 0.0 0.1
H -0.84990 0.46408 2.37462 0.0 0.0 0.0
H -0.26890 2.13575 2.46444 0.0 -0.1 0.0
```
Forces are in eV/Å.

Record 4
The following is a DFT calculation (ωB97M-V with the def2-TZVPD basis set) of C4H8N2O2 in the gas phase at a distorted geometry.

Summary:
**SMILES**: C1=N\CCOCON/1
**Lowest unoccupied orbital energy**: 0.84 eV
**Relative energy (zero: lowest compared OMol25 entry of this formula, charge and spin)**: 108.4 kcal per mole
**Spin multiplicity**: 1
**Frontier orbital gap**: 9.666 eV

```
16
Properties=species:S:1:pos:R:3:forces:R:3
C 1.58962 0.87071 -0.39139 -3.8 1.9 0.2
N 0.56294 1.68767 -0.28179 2.6 -1.6 -0.3
C -0.61816 1.34825 0.44861 -0.8 -0.7 2.9
C -1.61995 0.27583 -0.05167 1.1 0.4 -3.5
O -0.86649 -0.73449 -0.83161 -0.7 0.5 0.4
C -0.17880 -1.67240 -0.09940 2.0 1.4 -1.3
O 0.81496 -0.99725 0.80637 -0.7 -1.4 -1.9
N 1.68921 -0.45477 -0.14724 -0.9 0.7 0.8
H 2.45571 1.28273 -0.81574 1.2 0.4 -0.8
H -1.18861 2.28335 0.54767 0.1 -0.3 0.1
H -0.35361 0.98637 1.52493 -0.3 1.0 -1.7
H -2.17942 -0.21892 0.72224 -0.3 0.0 0.4
H -2.28901 0.74323 -0.87317 0.8 -0.9 1.5
H 0.41769 -2.26867 -0.82845 -0.5 0.4 0.6
H -0.82500 -2.29152 0.42082 -1.1 -1.1 1.9
H 2.58890 -0.84013 -0.15018 1.3 -0.8 0.4
```
Forces are in eV/Å.

Record 5
The following is a DFT calculation (ωB97M-V with the def2-TZVPD basis set) of C4H12N2S2 in the gas phase at a distorted geometry.

Summary:
**SMILES**: C[C@H](S)[C@@H](S)N(C)N
**Lowest unoccupied orbital energy**: 0.72 eV
**Relative energy (zero: lowest compared OMol25 entry of this formula, charge and spin)**: 37.7 kcal per mole
**Spin multiplicity**: 1
**Frontier orbital gap**: 9.220 eV

```
20
Properties=species:S:1:pos:R:3:forces:R:3
C -1.16281 1.71359 -0.01418 0.1 0.0 -0.2
C -1.30358 0.24432 -0.37158 -0.6 0.2 0.2
S -3.01963 -0.31511 0.05120 0.1 0.2 -0.4
C -0.29776 -0.61100 0.33528 3.3 -0.9 -0.5
S -0.46414 -2.41089 0.02025 0.3 0.2 0.2
N 1.31394 -0.25104 -0.09896 -3.7 0.5 0.8
C 2.23394 -0.96184 0.74801 0.1 0.0 -0.1
N 1.56774 -0.52500 -1.42979 0.3 -0.2 -0.6
H -0.20672 2.09468 -0.36754 0.1 0.1 0.0
H -1.97117 2.27934 -0.47396 0.0 0.1 0.1
H -1.21113 1.84138 1.06642 0.0 0.1 0.0
H -1.26025 0.09815 -1.45465 0.1 -0.1 0.0
H -2.85690 -0.28208 1.37564 0.0 0.0 0.2
H -0.29946 -0.44315 1.41160 -0.1 0.1 0.0
H -1.71129 -2.36847 -0.43624 -0.2 -0.1 -0.1
H 3.22016 -0.54881 0.53941 0.1 -0.1 0.1
H 1.98302 -0.77680 1.78833 0.0 0.0 0.1
H 2.25350 -2.04163 0.55570 0.0 -0.1 0.1
H 1.39680 -1.50410 -1.67855 -0.2 0.1 0.0
H 1.02059 0.08663 -2.02404 0.1 -0.1 0.1
```
Forces are in eV/Å.

Record 6
The following is a DFT calculation (ωB97M-V with the def2-TZVPD basis set) of a molecular structure, C21H18Cl2MnN3O4Se2Te2.

Summary:
**Lowest unoccupied orbital energy (spin up / spin down)**: -6.23 / -6.19 eV
**Spin multiplicity**: 2
**Total charge**: +1
**Frontier orbital gap (spin up / spin down)**: 3.954 / 3.992 eV

```
53
Properties=species:S:1:pos:R:3:forces:R:3
Mn 0.65497 -0.22050 0.01254 0.2 -0.1 0.3
Se 0.82825 1.56116 1.36779 0.0 0.1 0.2
Te 1.72697 3.55491 0.32953 0.1 0.0 -0.1
Te 2.27778 2.72114 -2.09599 0.0 0.0 0.0
Se 1.59621 0.38450 -1.97352 0.1 0.2 -0.4
Cl -2.01790 2.87105 -0.31901 -0.1 0.0 0.0
C -2.02155 2.43632 -2.00236 0.0 0.0 0.0
C -1.56480 3.37444 -2.91420 0.0 0.0 0.0
C -1.44412 3.04278 -4.25381 0.0 0.0 0.0
C -1.77017 1.75968 -4.66968 0.0 0.0 0.0
C -2.26232 0.84910 -3.75527 0.0 0.0 -0.1
Cl -2.66983 -0.74856 -4.30505 0.0 0.0 0.0
C -2.44550 1.15828 -2.39786 0.0 0.1 0.0
N -2.94148 0.21990 -1.51960 0.0 -0.2 0.0
C -3.97450 0.44728 -0.58191 0.0 0.0 0.0
C -4.86823 1.49960 -0.74287 0.0 0.0 0.0
C -5.86684 1.71934 0.19004 0.0 0.0 0.0
C -6.00006 0.87250 1.27953 0.0 0.0 0.0
C -5.12813 -0.19652 1.41963 0.0 0.1 0.0
C -4.10887 -0.42551 0.50435 0.0 0.0 0.0
C -3.19040 -1.61337 0.70646 -0.1 -0.1 0.1
C -1.84012 -1.18702 1.24391 0.2 0.4 0.0
O -1.58181 -1.03575 2.41369 0.0 -0.1 0.0
O -0.94853 -0.94327 0.28714 -0.3 -0.4 -0.1
H -1.30148 4.36159 -2.55802 0.0 0.0 0.0
H -1.09804 3.77540 -4.96881 0.0 0.0 0.0
H -1.67149 1.46404 -5.70441 0.0 0.0 0.0
H -2.88211 -0.72971 -1.85529 0.0 0.0 0.0
H -4.77815 2.14887 -1.60413 0.0 0.0 0.0
H -6.54862 2.54809 0.05454 0.0 0.0 0.0
H -6.78243 1.03344 2.00730 0.0 0.0 0.0
H -5.23404 -0.87103 2.25957 0.0 0.0 0.0
H -3.05340 -2.18712 -0.21171 0.0 0.0 0.0
H -3.63523 -2.27378 1.44917 0.0 0.0 0.0
O 7.31194 1.06679 1.72205 0.0 0.0 0.0
C 7.28454 -0.33705 1.84070 0.1 0.0 0.0
N 5.87856 -0.67492 1.78316 0.0 0.1 -0.1
C 5.47555 -1.96078 1.73462 0.0 -0.1 0.0
O 6.24460 -2.90130 1.73487 0.0 0.0 0.0
C 3.99058 -2.19397 1.66281 0.0 0.0 0.0
C 3.47277 -3.37676 2.18150 0.0 0.0 0.0
C 2.11499 -3.60769 2.09315 0.0 0.0 0.0
C 1.31030 -2.67120 1.46715 0.1 0.0 0.0
N 1.81011 -1.54576 0.93950 -0.1 0.0 0.0
C 3.12952 -1.31290 1.04383 0.0 0.0 0.0
H 8.21631 1.37473 1.83243 0.0 0.0 0.0
H 7.71827 -0.67314 2.78845 0.0 0.0 0.0
H 7.80345 -0.83539 1.01777 0.0 0.0 0.0
H 5.23577 0.07835 1.96273 0.0 0.0 0.1
H 4.14856 -4.08820 2.63735 0.0 0.0 0.0
H 1.66724 -4.50320 2.49822 0.0 0.0 0.0
H 0.24470 -2.80872 1.38367 0.0 0.0 0.0
H 3.48822 -0.40015 0.58437 0.0 0.0 0.0
```
Forces are in eV/Å.

no.,molar mass (g mol⁻¹)
1,297.4
2,124.5
3,98.2
4,116.1
5,152.3
6,915.4